(1)
A 2-piece molecular cluster, C7H13N2O3S overall, computed with the ωB97M-V functional and the def2-TZVPD basis.

The largest force on an atom comes out at 1.13 eV/Å. Its HOMO energy (alpha / beta) is -2.7 / -2.7 eV. As for the net charge: -1. For the LUMO energy (alpha / beta), the calculation gives 3.2 / 3.2 eV. The electronic energy is -27426.80001 eV. Its gap between HOMO and LUMO (alpha / beta) is 5.883 / 5.885 eV.

Last column: Löwdin charge in e.
Element x y z (Å)
C  1.40346  0.19185  -1.16571  -0.054
C  0.15265  0.73487  -1.07493  -0.275
C  -0.63580  -0.16460  -0.33792  -0.240
C  -0.33916  2.01761  -1.64884  -0.054
C  -0.26789  1.88673  2.23964  -0.027
C  2.33214  -2.07938  -0.59258  -0.057
C  -0.28147  -2.36748  0.54744  -0.013
N  1.39796  -1.01026  -0.44877  -0.113
N  0.11670  -1.24073  -0.02287  -0.122
O  -2.97785  -1.15407  -0.77572  -0.361
O  -2.42730  -0.46541  1.50907  -0.377
O  -2.82274  1.22563  -0.20233  -0.365
S  -2.37875  -0.13683  0.08350  0.424
H  2.31201  0.55974  -1.59658  0.097
H  -0.64806  1.86917  -2.68642  0.081
H  0.43237  2.78743  -1.62160  0.071
H  -1.21592  2.32548  -1.08178  0.054
H  -0.57011  2.81477  2.70479  0.011
H  0.33081  2.09674  1.36510  0.007
H  0.31259  1.30207  2.94442  0.018
H  1.88029  -2.93141  -1.11599  0.087
H  3.18527  -1.72075  -1.16568  0.082
H  2.68414  -2.42321  0.38557  0.082
H  -1.28149  -2.36453  0.92410  0.036
H  0.44707  -3.07524  0.89163  0.024
H  -1.14089  1.32181  1.94249  -0.015

(2)
C7H13N2OS as an isolated structure, computed with the ωB97M-V functional and the def2-TZVPD basis.

The largest force on an atom comes out at 4.07 eV/Å. Its HOMO energy is -12.9 eV. As for the net charge: +1. For the LUMO energy, the calculation gives -3.3 eV. The electronic energy is -23323.87974 eV. Its gap between HOMO and LUMO is 9.590 eV.

Last column: Löwdin charge in e.
Element x y z (Å)
C  1.36369  2.04082  0.08195  -0.392
C  0.65678  2.28775  1.45264  -0.038
C  0.06246  0.89916  1.87103  -0.148
C  1.84054  0.05765  -1.32175  -0.075
C  1.91074  -1.40407  -0.70837  -0.357
C  0.10306  0.14679  0.55323  -0.466
C  -1.75955  -0.07473  -0.40947  -0.021
N  0.96751  0.76370  -0.31087  -0.088
N  -1.80176  -1.51187  -0.59914  0.084
O  2.00821  2.85491  -0.55887  0.113
S  0.68742  -1.63944  0.63716  0.997
H  1.40255  2.88234  2.01209  0.137
H  -0.24772  2.90887  1.41872  0.125
H  0.69823  0.38797  2.65179  0.126
H  -0.84694  0.81075  2.48911  0.122
H  2.81927  0.55704  -1.28706  0.129
H  1.46392  -0.01509  -2.39116  0.141
H  1.92941  -2.26617  -1.37265  0.079
H  2.79467  -1.58067  -0.10541  0.061
H  -1.72777  0.47006  -1.32014  0.083
H  -2.45202  0.47992  0.25860  0.111
H  -0.94452  -1.81431  -0.14151  -0.068
H  -1.72253  -1.66659  -1.59310  0.165
H  -2.52520  -2.00987  -0.07613  0.179

(3)
An isolated ion of composition C7H13N2S and charge +1, computed with the ωB97M-V functional and the def2-TZVPD basis.

The largest force on an atom comes out at 5.89 eV/Å. Its HOMO energy is -12.2 eV. As for the net charge: +1. For the LUMO energy, the calculation gives -4.2 eV. The electronic energy is -21274.99292 eV. As for the structure (SMILES): CC#[N+]/C=C\[C@H](NC)SC. Its gap between HOMO and LUMO is 8.009 eV.

Last column: Löwdin charge in e.
Element x y z (Å)
C  -0.35269  1.89258  -0.18855  -0.044
C  -0.65436  0.47014  0.12975  -0.414
C  0.87157  2.34006  -0.58615  -0.070
C  2.26503  0.39271  -0.29703  -0.048
C  3.18203  -0.59710  -0.00884  0.018
C  0.09386  -1.78031  -0.00716  -0.083
C  -3.59831  -0.14591  0.77847  -0.445
N  1.99015  1.52606  -0.51636  0.175
N  0.24309  -0.44544  -0.51855  -0.162
S  -2.53764  -0.04030  -0.61723  0.819
H  -1.23240  2.49937  -0.27508  0.102
H  -0.74594  0.17513  1.19774  0.127
H  1.02508  3.38327  -1.01933  0.151
H  2.75571  -1.55505  -0.39777  0.112
H  3.52227  -0.58217  0.93968  0.075
H  4.11200  -0.50507  -0.70027  0.173
H  0.86830  -2.31743  -0.46364  0.064
H  0.21021  -1.54346  1.13246  0.136
H  -0.93712  -2.13897  -0.07264  0.070
H  -3.71663  0.83339  1.13647  0.009
H  -3.07752  -0.88633  1.51174  0.080
H  -4.52076  -0.49778  0.32988  0.038
H  0.23407  -0.47738  -1.48760  0.117

(4)
An isolated ion of composition C7H13N2S and charge +1, computed with the ωB97M-V functional and the def2-TZVPD basis.

The largest force on an atom comes out at 3.76 eV/Å. Its HOMO energy is -13.0 eV. As for the net charge: +1. For the LUMO energy, the calculation gives -4.5 eV. The electronic energy is -21275.66911 eV. As for the structure (SMILES): C=C(C)S/[NH+]=C\N=C(C)C. Its gap between HOMO and LUMO is 8.484 eV.

Last column: Löwdin charge in e.
Element x y z (Å)
C  -1.22652  0.11662  1.31770  -0.155
C  0.84897  1.99633  -1.27549  -0.051
C  -0.45192  1.92849  -1.40828  -0.622
C  0.55307  -1.61655  1.17442  -0.285
C  -1.25481  1.61708  -2.68071  -0.084
C  1.33918  -1.86348  2.44148  -0.016
C  0.96585  -2.19958  -0.09313  -0.011
N  -0.06573  -0.47522  1.17009  0.171
N  -1.73223  1.27216  0.89803  -0.253
S  -1.21710  2.74457  0.04250  0.987
H  -1.95204  -0.48293  1.92214  0.176
H  1.24975  2.48888  -0.40427  0.042
H  1.58755  1.53580  -2.00867  0.106
H  -1.74876  0.71107  -2.55097  0.037
H  -0.52364  1.63960  -3.54591  0.103
H  -2.01816  2.46728  -2.86209  0.112
H  1.07557  -2.81708  3.10253  0.145
H  1.32058  -1.04142  3.19763  0.098
H  2.39436  -1.94720  2.06643  0.099
H  2.10542  -2.26307  -0.15506  0.133
H  0.70253  -1.70499  -1.01329  0.086
H  0.75885  -3.25862  -0.23550  0.105
H  -2.71077  1.15227  0.90042  0.077

(5)
C7H13N3 in the gas phase, computed with the ωB97M-V functional and the def2-TZVPD basis.

The largest force on an atom comes out at 4.12 eV/Å. Its HOMO energy (alpha / beta) is -8.2 / -8.2 eV. For the LUMO energy (alpha / beta), the calculation gives -0.7 / -0.6 eV. The electronic energy is -11934.15796 eV. Its gap between HOMO and LUMO (alpha / beta) is 7.551 / 7.600 eV.

Last column: Löwdin charge in e.
Element x y z (Å)
C  -2.53089  -1.01677  0.51286  -0.269
C  -2.13352  1.19214  -0.60726  -0.163
C  -2.83230  0.53652  0.43933  -0.206
C  1.19911  -1.53386  0.01403  -0.052
C  1.78028  0.43864  -1.45744  -0.039
C  2.09482  0.57955  1.11454  -0.073
C  1.28493  0.04825  -0.01758  -0.591
N  -1.52917  -1.50292  0.98374  0.169
N  -0.84673  0.95289  -0.67813  0.015
N  -0.05644  0.57847  0.21077  0.080
H  -3.46850  -1.40996  0.02133  0.131
H  -2.64837  1.45448  -1.54508  0.115
H  -3.86680  0.62242  0.32349  0.068
H  -2.58573  0.93615  1.54479  0.166
H  0.25114  -1.85322  0.47129  -0.002
H  1.28730  -2.04999  -1.03368  0.103
H  2.07181  -1.85423  0.66994  0.086
H  2.77040  -0.11516  -1.68368  0.122
H  1.82910  1.44519  -1.37236  0.026
H  1.02851  0.27686  -2.20340  0.061
H  1.95196  1.65999  1.12657  0.079
H  1.86423  0.37070  2.20445  0.110
H  3.08487  0.24385  0.96148  0.065

(6)
A 2-piece molecular cluster, C7H13N3O2 overall, computed with the ωB97M-V functional and the def2-TZVPD basis.

The largest force on an atom comes out at 2.76 eV/Å. Its HOMO energy is -9.8 eV. For the LUMO energy, the calculation gives 0.4 eV. The electronic energy is -16031.47972 eV. As for the structure (SMILES): [H]/N=C(/C#N)NC.COC1COC1. Its gap between HOMO and LUMO is 10.157 eV.

Last column: Löwdin charge in e.
Element x y z (Å)
C  0.80402  -3.51030  2.49333  -0.109
C  1.60168  -1.37770  2.06876  -0.325
C  0.62774  -0.87095  1.01872  -0.132
C  1.75851  0.11816  2.43187  -0.122
C  -3.08076  1.61041  -1.01100  -0.102
C  -1.08707  1.14886  -2.25342  -0.439
C  -0.12043  1.58637  -3.24608  -0.160
H  0.86298  -4.28375  3.27013  0.093
H  -0.22863  -3.47635  2.07957  0.096
H  1.48896  -3.80026  1.69314  0.089
H  2.49492  -1.79670  1.56495  0.153
H  0.82028  -1.02149  -0.06952  0.112
H  -0.41689  -1.12242  1.24813  0.120
H  2.80259  0.45906  2.40226  0.121
H  1.29785  0.29876  3.41849  0.128
H  -3.30828  0.52751  -1.03332  0.087
H  -4.00884  2.19559  -1.12552  0.087
H  -2.63910  1.86878  -0.02107  0.096
H  -2.65419  2.15286  -2.94941  0.140
H  -1.00112  0.17024  -0.73214  0.024
N  -2.15066  2.03043  -2.06592  -0.020
N  -0.67878  0.05145  -1.68188  0.162
N  0.66221  2.10993  -3.92266  0.160
O  1.13262  -2.26469  3.04443  -0.137
O  0.94712  0.54674  1.32238  -0.120

(7)
C7H13N3O2 in the gas phase, computed with the ωB97M-V functional and the def2-TZVPD basis.

The largest force on an atom comes out at 4.36 eV/Å. Its HOMO energy is -7.8 eV. For the LUMO energy, the calculation gives 0.7 eV. The electronic energy is -16029.63641 eV. As for the structure (SMILES): CN[C@H]1C[C@H]1/N=C/NOC(C)=O. Its gap between HOMO and LUMO is 8.484 eV.

Last column: Löwdin charge in e.
Element x y z (Å)
C  -0.60375  -1.26375  -0.03675  -0.195
C  -2.07618  -0.74556  0.61962  -0.178
C  1.38864  -0.92640  1.19164  -0.146
C  1.67630  0.87173  -0.56640  -0.511
C  2.51186  -0.14184  -1.53115  -0.010
C  -2.28889  1.72758  0.26739  -0.157
C  -1.71735  -0.86081  -0.83814  -0.119
N  0.54669  -0.57904  0.34899  0.087
N  -2.37240  0.57257  1.07965  -0.096
N  2.57673  -0.19886  1.18233  -0.003
O  2.32133  1.06844  0.70153  -0.019
O  0.98076  1.72674  -1.07881  0.042
H  -0.64364  -2.36815  0.07781  0.144
H  -2.69288  -1.52656  0.91917  0.100
H  1.47894  -1.82201  1.78790  0.147
H  3.13875  0.60133  -2.13268  0.093
H  2.12173  -0.90021  -2.30917  0.096
H  3.18890  -0.82703  -1.00935  0.046
H  -2.89704  2.57308  0.73604  0.098
H  -2.58484  1.66720  -0.81985  0.095
H  -1.26520  2.10200  0.18736  0.059
H  -2.12010  -1.49246  -1.50261  0.069
H  -1.57392  0.06583  -1.40202  0.109
H  2.91429  -0.01094  2.07720  0.117
H  -2.00872  0.68711  2.05029  0.132

(8)
C7H13N3O3 as an isolated structure, computed with the ωB97M-V functional and the def2-TZVPD basis.

The largest force on an atom comes out at 12.29 eV/Å. Its HOMO energy is -9.2 eV. For the LUMO energy, the calculation gives -0.2 eV. The electronic energy is -18067.76753 eV. Its gap between HOMO and LUMO is 8.961 eV.

Last column: Löwdin charge in e.
Element x y z (Å)
C  0.25586  2.16034  3.34602  -0.153
C  -0.89121  1.91317  2.39598  -0.396
C  -0.97909  0.38800  0.59122  -0.572
C  -1.27857  -0.76363  -1.50833  -0.043
C  -0.54606  -1.78252  -2.24450  -0.148
C  1.48305  -0.87887  -1.27631  -0.185
C  0.83052  -0.83095  0.10625  -0.087
H  0.41191  3.68840  3.59728  0.183
H  -0.04332  1.23815  4.40729  0.152
H  1.52684  1.40410  2.29502  0.223
H  -2.23872  2.00943  2.69691  0.225
H  -0.69399  2.76249  1.62276  0.113
H  -1.69528  0.11361  -1.97084  0.130
H  -2.06898  -1.46739  -0.96648  0.178
H  -0.99294  -1.95259  -3.38507  0.212
H  -0.49134  -2.59978  -1.58038  0.112
H  1.34068  0.38952  -1.18355  0.219
H  2.52680  -1.29111  -1.45730  0.161
H  1.21486  -0.23746  0.83833  0.074
H  0.74452  -1.73305  0.51979  0.096
N  -0.43052  -0.25354  -0.31583  -0.002
N  0.83181  -1.46674  -2.23208  -0.227
N  1.35795  -1.53145  -3.42956  0.029
O  -0.42860  0.58154  1.87789  -0.175
O  -2.13252  0.84913  0.73859  -0.003
O  2.38633  -0.70878  -3.48312  -0.116

(9)
C7H13N3O5 in the gas phase, computed with the ωB97M-V functional and the def2-TZVPD basis.

The largest force on an atom comes out at 6.35 eV/Å. Its HOMO energy is -9.8 eV. For the LUMO energy, the calculation gives 0.4 eV. The electronic energy is -22175.63136 eV. As for the structure (SMILES): NC(=O)C[C@H](N)C(=O)N[C@@H](CO)C(=O)O. Its gap between HOMO and LUMO is 10.294 eV.

Last column: Löwdin charge in e.
Element x y z (Å)
C  -1.51026  0.53319  -0.22824  -0.276
C  -0.14594  0.17086  0.23151  -0.452
C  -2.65454  -0.30470  0.42064  -0.058
C  -3.39638  0.49276  1.49247  -0.522
C  2.35624  -0.09619  -0.39924  -0.107
C  3.18889  -0.11651  -1.68194  -0.429
C  2.91241  -1.40939  0.52369  -0.200
H  -2.68721  1.10912  -1.82058  0.118
H  -2.09697  -0.42677  -2.03929  0.122
H  -1.71588  1.55548  0.27635  0.163
H  -2.16363  -1.16003  0.77064  0.111
H  -3.36904  -0.55613  -0.24580  0.074
H  -1.61372  1.02080  2.44403  0.112
H  -2.93062  2.15081  2.86635  0.171
H  0.53665  0.19328  -1.56097  0.105
H  2.74758  0.84216  0.29202  0.213
H  2.72345  -2.50916  -0.09874  0.176
H  4.15079  -1.19453  0.33160  0.161
H  1.65533  -0.98235  1.87266  0.045
H  2.89964  0.07306  -3.47122  0.026
N  -1.71053  0.58915  -1.76798  0.004
N  -2.59524  1.33657  2.20553  0.108
N  0.83571  -0.04478  -0.62655  0.137
O  0.01159  -0.04104  1.45720  0.007
O  -4.62359  0.43202  1.54638  0.042
O  4.31117  -0.41560  -1.86978  0.147
O  2.58223  -1.28686  1.90205  -0.083
O  2.30187  0.04477  -2.82281  0.086

(10)
A 2-piece molecular cluster, C7H13N4 overall, computed with the ωB97M-V functional and the def2-TZVPD basis.

The largest force on an atom comes out at 3.86 eV/Å. Its HOMO energy is -12.8 eV. As for the net charge: +1. For the LUMO energy, the calculation gives -3.4 eV. The electronic energy is -13421.77407 eV. Its gap between HOMO and LUMO is 9.354 eV.

Last column: Löwdin charge in e.
Element x y z (Å)
C  1.98967  2.43103  0.06000  -0.023
C  0.67160  2.43084  -0.27588  -0.062
C  2.32460  1.09374  0.24219  0.009
C  -2.79126  0.66457  -0.19362  -0.255
C  2.21503  -1.84549  0.75664  -0.016
C  0.45413  -1.60060  -1.11786  0.093
C  1.17816  -1.06344  -0.06497  -0.265
N  0.25446  1.19150  -0.48868  0.081
N  1.21932  0.36601  -0.05434  -0.053
N  -1.78318  -0.10697  -0.06409  0.045
N  -4.15508  0.36333  0.02807  0.107
H  2.58108  3.31563  0.38130  0.137
H  0.17862  3.28109  -0.75038  0.147
H  3.34879  0.63419  0.50042  0.177
H  2.99763  -2.14746  0.09343  0.088
H  1.75831  -2.72533  1.17941  0.087
H  2.55254  -1.24915  1.57290  0.066
H  -0.11040  -0.87203  -1.81869  0.106
H  -2.54469  1.65904  -0.59523  0.134
H  0.42700  -2.67293  -1.10834  0.069
H  -0.67282  0.82494  -0.21703  0.017
H  -1.97532  -1.04126  0.36082  0.121
H  -4.70407  1.13113  -0.29893  0.079
H  -4.63237  -0.50871  -0.17168  0.110